The following is a DFT calculation (wB97M-V/def2-TZVPD) of a molecular structure, C51H58BaI2N2O6PS2Te at a distorted geometry.

XYZ file:
```
124
Properties=species:S:1:pos:R:3:mulliken_charge:R:1
Ba 0.40 -0.86 -0.47 1.36
I -5.32 0.00 -1.35 -0.06
C -4.57 -1.13 0.24 0.10
C -5.45 -1.95 0.95 -0.67
C -4.98 -2.65 2.04 -0.06
I -6.37 -3.88 3.05 -0.10
C -3.65 -2.52 2.51 0.91
C -3.12 -3.18 3.64 -1.15
C -1.82 -2.91 4.05 -0.87
C -1.06 -2.00 3.33 -0.51
N -1.50 -1.40 2.21 -0.01
C -2.78 -1.66 1.78 0.12
C -3.20 -0.98 0.56 -1.08
O -2.36 -0.29 -0.13 0.17
H -6.48 -2.02 0.65 0.32
H -3.74 -3.87 4.21 0.11
H -1.40 -3.40 4.92 0.38
H -0.06 -1.74 3.65 0.35
O -2.01 -1.32 -2.67 -0.27
H -2.28 -0.74 -1.92 -0.01
H -2.37 -2.18 -2.43 0.27
O -0.76 1.33 2.69 -0.30
H -0.98 0.38 2.59 0.37
H -1.06 1.71 1.86 0.06
S 2.71 -0.34 -1.84 -0.48
C 1.49 -3.64 2.09 -0.89
C 2.20 -3.57 0.75 0.44
O 3.24 -4.26 0.62 -0.76
N 1.64 -2.78 -0.20 -0.23
Te 3.07 -2.61 -1.78 0.68
C 4.70 -2.67 -3.73 -0.91
C 4.98 -3.98 -4.19 1.21
C 4.12 -5.17 -3.82 -1.10
C 6.08 -4.27 -5.01 -1.12
C 6.98 -3.28 -5.39 0.74
C 8.15 -3.59 -6.29 -1.49
C 6.75 -2.00 -4.92 -0.73
C 5.65 -1.69 -4.11 1.75
C 5.55 -0.25 -3.66 -1.44
C 1.49 -3.27 -3.11 0.66
C 0.83 -4.47 -2.78 1.27
C 1.21 -5.37 -1.63 -2.29
C -0.23 -4.92 -3.57 -1.02
C -0.65 -4.24 -4.69 0.90
C -1.81 -4.73 -5.52 -1.68
C 0.04 -3.09 -5.04 -0.86
C 1.10 -2.59 -4.29 1.03
C 1.74 -1.33 -4.84 -1.41
H 1.82 -4.52 2.64 0.37
H 0.41 -3.65 1.96 0.12
H 1.76 -2.74 2.65 0.07
H 3.98 -5.24 -2.73 0.09
H 4.58 -6.11 -4.14 0.31
H 3.13 -5.11 -4.27 0.13
H 6.25 -5.29 -5.34 0.17
H 8.19 -4.65 -6.53 0.34
H 9.10 -3.32 -5.81 0.32
H 8.09 -3.03 -7.23 0.30
H 7.44 -1.21 -5.19 0.21
H 6.41 0.33 -4.02 0.32
H 5.50 -0.17 -2.58 0.13
H 4.64 0.22 -4.05 0.21
H 2.23 -5.23 -1.27 0.18
H 1.11 -6.42 -1.93 0.58
H 0.55 -5.21 -0.77 0.35
H -0.72 -5.85 -3.29 0.28
H -2.21 -5.66 -5.13 0.38
H -1.50 -4.90 -6.56 0.34
H -2.62 -3.99 -5.54 0.32
H -0.26 -2.54 -5.93 0.26
H 1.53 -1.26 -5.91 0.50
H 2.81 -1.34 -4.69 -0.02
H 1.34 -0.44 -4.36 0.07
O 0.01 2.37 -0.91 0.06
P -1.13 3.33 -0.96 0.92
C -0.66 4.95 -1.53 0.51
C -1.52 6.06 -1.44 -0.43
C -1.17 7.26 -2.03 -0.65
C 0.04 7.40 -2.71 -0.46
C 0.90 6.30 -2.80 -0.64
C 0.55 5.09 -2.22 -0.44
C -2.44 2.79 -2.05 0.81
C -2.11 1.81 -3.00 -0.85
C -2.99 1.49 -4.02 -0.20
C -4.21 2.15 -4.12 -0.67
C -4.56 3.11 -3.18 -0.78
C -3.68 3.44 -2.16 0.00
C -1.86 3.60 0.68 -0.74
C -1.10 4.32 1.60 -0.23
C -1.57 4.53 2.89 -0.73
C -2.82 4.04 3.25 -0.45
C -3.58 3.32 2.35 -0.77
C -3.10 3.09 1.06 0.56
H -2.45 5.98 -0.89 0.25
H -1.84 8.11 -1.95 0.39
H 0.30 8.34 -3.17 0.37
H 1.84 6.40 -3.32 0.41
H 1.21 4.23 -2.29 0.36
H -1.16 1.29 -2.90 0.49
H -2.72 0.71 -4.73 0.36
H -4.90 1.90 -4.92 0.36
H -5.52 3.61 -3.24 0.35
H -3.97 4.19 -1.42 0.24
H -0.13 4.70 1.30 0.39
H -0.97 5.08 3.60 0.41
H -3.20 4.22 4.25 0.37
H -4.54 2.92 2.64 0.43
H -3.68 2.49 0.36 0.12
C 1.76 1.27 4.60 -1.09
C 2.70 1.77 3.51 -0.60
S 2.33 0.92 1.95 0.83
O 2.75 -0.51 2.14 -0.70
C 3.61 1.74 0.98 -0.28
C 3.16 3.13 0.52 -0.90
H 2.02 1.69 5.57 0.43
H 1.82 0.18 4.67 0.25
H 0.72 1.53 4.36 0.11
H 3.74 1.52 3.72 0.43
H 2.59 2.84 3.33 0.28
H 3.75 1.08 0.12 -0.08
H 4.53 1.75 1.57 0.43
H 2.20 3.07 0.01 0.00
H 3.89 3.55 -0.18 0.44
H 3.07 3.83 1.36 0.31
```

**Expectation value of S²**: 0.767
**Highest occupied orbital energy (spin up / spin down)**: 0.7 / -1.8 eV
**Charge**: -2
**Energy relative to the best compared isomer or geometry (same formula, charge and spin)**: 0.256 eV
**Frontier orbital gap (spin up / spin down)**: 0.100 / 0.191 Eh
**E**: -124244.695 eV
**Strongest force on any atom**: 4.39 eV/Å
**Multiplicity**: 2

---

The following is a DFT calculation (wB97M-V/def2-TZVPD) of 2 unconnected molecules or ions with the total composition C51H58F2N3O2 at a distorted geometry.

XYZ file:
```
116
Properties=species:S:1:pos:R:3:mulliken_charge:R:1
C 3.68 -0.64 -2.67 -1.66
C 2.85 -1.87 -2.98 2.39
C 1.88 -1.50 -4.11 -1.49
C 3.79 -2.96 -3.53 -1.83
C 2.04 -2.45 -1.79 0.61
C 1.28 -3.56 -2.14 -1.19
C 0.59 -4.27 -1.18 -2.01
C 0.75 -3.94 0.16 -0.38
C 1.52 -2.86 0.59 0.18
C 1.84 -2.86 2.13 2.70
C 2.02 -1.55 2.89 -1.78
C 3.14 -3.65 2.37 -1.89
C 0.72 -3.57 2.91 -2.28
C 2.04 -2.00 -0.45 0.56
N 2.33 -0.62 -0.19 1.32
C 1.49 0.43 -0.55 -0.72
C 0.36 0.30 -1.36 -1.83
C -0.22 1.39 -2.10 0.42
C 0.60 2.45 -2.59 0.06
C 0.03 3.63 -3.02 -0.62
C -1.39 3.74 -2.98 -0.26
N -2.00 5.03 -2.81 1.04
O -3.25 5.08 -2.84 -0.66
O -1.27 6.03 -2.60 -0.61
C -2.19 2.60 -2.83 -0.66
C -1.62 1.43 -2.34 -0.77
N 1.81 1.49 0.28 2.13
C 1.04 2.68 0.50 -1.21
C -0.31 2.63 0.95 -0.25
C -1.06 1.43 1.66 3.96
C -2.56 1.62 1.47 -1.83
C -0.76 1.50 3.16 -1.90
C -0.81 0.00 1.20 -0.37
C -1.05 3.82 0.94 0.13
C -0.43 5.06 0.81 -1.47
C 0.94 5.10 0.66 -0.71
C 1.67 3.95 0.34 0.68
C 3.08 4.30 -0.20 2.12
C 2.94 5.41 -1.26 -1.60
C 3.92 3.22 -0.87 -1.83
C 3.92 4.85 0.96 -1.78
C 2.96 1.14 1.00 -1.30
C 3.31 -0.11 0.65 -1.47
H 4.47 -0.85 -1.95 0.26
H 4.14 -0.28 -3.60 0.56
H 3.04 0.16 -2.30 0.30
H 1.37 -2.38 -4.51 0.38
H 1.12 -0.80 -3.74 0.16
H 2.43 -1.02 -4.93 0.46
H 3.24 -3.86 -3.83 0.35
H 4.32 -2.58 -4.41 0.46
H 4.53 -3.25 -2.78 0.39
H 1.25 -3.89 -3.18 0.37
H -0.04 -5.12 -1.47 0.44
H 0.27 -4.60 0.88 0.35
H 1.17 -0.86 2.78 0.14
H 2.08 -1.80 3.97 0.70
H 2.96 -1.04 2.67 0.48
H 3.04 -4.70 2.06 0.37
H 3.98 -3.21 1.81 0.34
H 3.40 -3.64 3.44 0.44
H 0.71 -4.65 2.76 0.46
H 0.83 -3.41 3.99 0.47
H -0.27 -3.16 2.63 0.40
H -0.11 -0.69 -1.37 1.16
H 1.69 2.33 -2.57 0.38
H 0.61 4.49 -3.32 0.50
H -3.26 2.71 -2.97 0.46
H -2.26 0.58 -2.07 0.51
H -2.82 1.81 0.42 0.47
H -3.06 0.69 1.76 -0.90
H -2.98 2.40 2.11 0.57
H 0.32 1.40 3.35 0.40
H -1.10 2.45 3.57 0.47
H -1.28 0.69 3.70 0.30
H 0.25 -0.27 1.15 -1.48
H -1.28 -0.71 1.89 0.61
H -1.28 -0.20 0.23 -0.12
H -2.13 3.84 1.10 0.37
H -1.02 5.98 0.86 0.46
H 1.45 6.06 0.72 0.41
H 2.53 6.34 -0.85 0.38
H 3.92 5.65 -1.68 0.51
H 2.28 5.08 -2.07 0.18
H 4.36 2.52 -0.16 0.36
H 3.37 2.68 -1.65 0.30
H 4.76 3.73 -1.36 0.60
H 4.01 4.11 1.77 0.31
H 4.93 5.09 0.60 0.44
H 3.49 5.76 1.39 0.33
H 3.42 1.81 1.71 0.70
H 4.15 -0.70 0.97 0.83
F -6.71 -4.56 -1.67 -0.28
C -6.24 -3.29 -1.43 0.13
C -6.54 -2.29 -2.36 -0.58
C -6.22 -0.97 -2.01 -0.60
C -5.50 -0.68 -0.86 -0.70
C -5.06 -1.74 0.02 0.37
C -4.20 -1.45 1.11 0.03
C -3.76 -2.36 2.11 0.78
C -3.65 -1.96 3.48 -0.42
C -3.28 -2.85 4.48 -0.71
C -2.95 -4.18 4.17 -0.45
C -3.06 -4.57 2.84 0.08
F -2.83 -5.89 2.53 -0.36
C -3.43 -3.72 1.81 -0.66
C -5.56 -3.05 -0.25 -0.42
H -7.09 -2.53 -3.27 0.47
H -6.53 -0.16 -2.67 0.43
H -5.25 0.35 -0.59 0.49
H -4.05 -0.39 1.30 0.44
H -3.89 -0.92 3.73 0.42
H -3.21 -2.51 5.51 0.43
H -2.69 -4.90 4.95 0.51
H -3.49 -4.09 0.78 0.94
H -5.43 -3.85 0.47 0.91
```

**Highest occupied orbital energy**: -8.5 eV
**Charge**: +1
**Frontier orbital gap**: 0.082 Eh
**E**: -67815.994 eV
**Strongest force on any atom**: 2.27 eV/Å

---

The following is a DFT calculation (wB97M-V/def2-TZVPD) of a molecular structure, C51H59BiF5Ge2OS4SbTe at a distorted geometry.

XYZ file:
```
125
Properties=species:S:1:pos:R:3:mulliken_charge:R:1
Bi 0.15 0.63 0.26 1.05
C 3.72 5.29 6.84 -1.79
C 2.56 4.34 6.70 0.66
C 1.25 4.77 6.87 -0.52
C 0.18 3.89 6.79 0.90
C -1.23 4.39 6.96 -1.78
C 0.43 2.53 6.56 0.52
C 1.74 2.08 6.35 1.37
C 2.06 0.63 6.06 -1.82
C 2.78 3.00 6.41 -0.86
C -0.70 1.55 6.69 -1.20
C -0.93 1.10 7.99 0.16
C -1.93 0.19 8.26 -1.14
C -2.71 -0.28 7.22 0.32
C -2.52 0.15 5.91 -0.93
C -1.49 1.08 5.63 0.21
Ge -1.11 1.70 3.79 -0.36
S -0.90 -0.07 2.42 -0.48
S -2.72 2.97 2.88 0.34
Ge -0.97 3.96 1.88 0.10
S -0.68 2.96 -0.12 -0.62
S 0.51 3.21 3.40 0.74
C -1.25 5.87 1.45 -0.49
C -2.54 6.34 1.19 -0.67
C -2.72 7.68 0.86 0.10
C -1.64 8.54 0.77 -0.94
C -0.36 8.06 0.99 -0.08
C -0.15 6.73 1.33 -0.56
C 1.25 6.27 1.57 0.67
C 2.05 5.78 0.54 0.99
C 1.57 5.73 -0.89 -1.71
C 3.36 5.38 0.83 -1.04
C 3.88 5.48 2.12 0.64
C 5.29 5.07 2.44 -1.47
C 3.06 5.99 3.12 -0.61
C 1.77 6.39 2.87 0.96
C 0.91 6.96 3.98 -1.53
C -3.75 5.46 1.22 0.34
C -4.18 4.82 0.05 1.10
C -3.47 5.01 -1.27 -1.52
C -5.30 4.00 0.11 -1.15
C -6.02 3.82 1.29 1.05
C -7.22 2.91 1.34 -1.50
C -5.61 4.52 2.42 -0.42
C -4.49 5.33 2.40 0.84
C -4.05 6.05 3.65 -1.52
C -3.46 -0.46 4.91 1.09
C -3.18 -1.70 4.34 0.44
C -1.90 -2.46 4.62 -1.54
C -4.13 -2.29 3.51 -0.78
C -5.36 -1.70 3.28 0.67
C -6.39 -2.36 2.39 -1.78
C -5.64 -0.49 3.90 -0.77
C -4.71 0.14 4.71 0.76
C -5.07 1.43 5.41 -1.62
H 3.37 6.31 7.02 0.37
H 4.34 5.29 5.95 0.35
H 4.35 5.00 7.68 0.44
H 1.05 5.82 7.07 0.37
H -1.24 5.46 7.12 0.47
H -1.73 3.90 7.80 0.38
H -1.83 4.17 6.06 0.18
H 1.17 0.01 6.02 0.18
H 2.72 0.23 6.83 0.47
H 2.59 0.55 5.11 0.27
H 3.80 2.65 6.25 0.47
H -0.30 1.48 8.78 0.51
H -2.09 -0.16 9.27 0.43
H -3.50 -1.00 7.41 0.52
H -3.72 8.04 0.66 0.49
H -1.79 9.58 0.51 0.45
H 0.50 8.72 0.91 0.53
H 0.49 5.60 -0.95 0.19
H 2.05 4.92 -1.43 0.43
H 1.81 6.67 -1.40 0.35
H 3.98 4.98 0.04 0.37
H 5.83 4.77 1.55 0.41
H 5.29 4.23 3.13 0.27
H 5.83 5.90 2.90 0.37
H 3.46 6.07 4.12 0.29
H 1.50 7.08 4.89 0.42
H 0.07 6.30 4.20 0.05
H 0.50 7.93 3.69 0.45
H -3.03 6.01 -1.35 0.27
H -4.16 4.87 -2.10 0.55
H -2.66 4.29 -1.38 0.02
H -5.62 3.49 -0.79 0.31
H -7.34 2.36 0.41 0.35
H -8.13 3.48 1.52 0.42
H -7.11 2.19 2.16 0.14
H -6.17 4.41 3.34 0.41
H -4.67 5.77 4.50 0.42
H -4.10 7.13 3.53 0.37
H -3.01 5.80 3.89 0.09
H -1.15 -1.84 5.09 0.00
H -1.48 -2.86 3.70 0.44
H -2.11 -3.31 5.28 0.45
H -3.91 -3.26 3.06 0.47
H -5.97 -3.24 1.89 0.37
H -6.76 -1.67 1.63 0.35
H -7.25 -2.69 2.98 0.37
H -6.61 -0.02 3.74 0.33
H -6.12 1.69 5.22 0.50
H -4.45 2.26 5.05 0.09
H -4.93 1.35 6.49 0.37
F 4.98 1.45 0.49 -0.44
Te 3.63 0.17 0.56 2.04
F 2.49 1.52 1.30 -0.43
F 4.12 0.05 2.37 -0.38
F 2.40 -1.16 1.14 -0.52
F 4.92 -1.15 0.34 -0.41
O 2.94 0.30 -1.06 -0.80
C -4.06 0.74 0.57 0.64
Sb -2.55 0.02 -0.73 0.96
C -3.06 -2.06 -0.78 -1.18
C -3.31 0.79 -2.57 -1.18
H -5.02 0.37 0.22 0.59
H -4.04 1.83 0.58 -0.75
H -3.85 0.37 1.57 -0.59
H -4.12 -2.18 -1.00 0.36
H -2.84 -2.47 0.20 0.26
H -2.47 -2.57 -1.53 0.41
H -4.40 0.73 -2.55 0.38
H -2.92 0.23 -3.41 0.41
H -3.00 1.83 -2.65 0.26
```

**Highest occupied orbital energy**: -8.4 eV
**Energy relative to the best compared isomer or geometry (same formula, charge and spin)**: 0.075 eV
**Frontier orbital gap**: 0.289 Eh
**E**: -245530.893 eV
**Strongest force on any atom**: 1.90 eV/Å

---

Q: Number 2 is which compound?
A: C51H58F2N3O2

---

Q: Which of these has the lowest E?
A: C51H59BiF5Ge2OS4SbTe

---

Q: Among the records above, which one has the lowest strongest force on any atom?
A: C51H59BiF5Ge2OS4SbTe